Record 1
Density functional theory data (ωB97M-V/def2-TZVPD) for a 16-piece molecular cluster, C26H70FN31O17 overall in a non-equilibrium geometry.

Values from the calculation:
energy relative to the best compared isomer or geometry (same formula, charge and spin) = 0.000 eV

ORCA input file:
```
! wB97M-V def2-TZVPD RIJCOSX def2/J DEFGRID3
* xyz 0 1
C -5.362 5.027 -0.225
C -4.765 3.948 -1.297
C -4.073 2.747 -0.495
F -4.519 1.457 -1.001
C -2.461 2.821 -0.473
C -1.744 1.424 -0.372
C -0.156 1.316 -0.308
C 0.604 2.657 -0.336
C -0.114 4.039 -0.442
C -1.649 4.140 -0.511
C 1.035 5.142 -0.415
O 0.971 6.296 -0.876
N 2.185 4.447 0.241
C 2.165 3.028 -0.268
O 3.209 2.393 -0.581
H -4.609 5.878 -0.136
H -6.364 5.423 -0.595
H -5.539 4.563 0.806
H -5.685 3.489 -1.824
H -4.104 4.434 -2.088
H -4.387 2.765 0.617
H -2.344 0.449 -0.329
H 0.412 0.339 -0.214
H -2.152 5.157 -0.570
H 2.038 4.467 1.264
C -0.892 -1.126 2.837
O -1.172 -0.173 2.121
N 0.153 -1.109 3.701
N -1.603 -2.280 2.828
H 0.399 -1.879 4.296
H 0.705 -0.268 3.737
H -2.389 -2.332 2.198
H -1.390 -3.072 3.407
C -5.375 -2.541 0.215
O -4.860 -3.157 1.144
N -4.709 -1.590 -0.487
N -6.646 -2.754 -0.188
H -5.109 -1.074 -1.250
H -3.758 -1.403 -0.216
H -7.174 -3.455 0.308
H -7.084 -2.259 -0.947
C 6.350 -0.167 -1.807
O 7.351 -0.709 -2.261
N 5.130 -0.755 -1.822
N 6.376 1.068 -1.251
H 4.298 -0.326 -1.455
H 5.069 -1.674 -2.227
H 7.265 1.539 -1.221
H 5.566 1.529 -0.873
C -6.742 -6.738 0.573
O -7.062 -5.799 -0.144
N -5.685 -6.676 1.423
N -7.409 -7.914 0.582
H -5.402 -7.431 2.020
H -5.163 -5.812 1.444
H -8.201 -7.999 -0.038
H -7.161 -8.693 1.162
C -10.440 -8.302 2.418
O -9.425 -8.819 1.976
N -11.643 -8.930 2.415
N -10.452 -7.055 2.950
H -12.487 -8.522 2.773
H -11.675 -9.859 2.027
H -9.577 -6.557 2.969
H -11.273 -6.612 3.317
C 6.353 3.388 1.963
O 5.571 2.694 2.598
N 5.950 4.246 1.002
N 7.694 3.355 2.166
H 6.576 4.824 0.470
H 4.959 4.299 0.821
H 8.036 2.725 2.874
H 8.351 3.917 1.653
C 5.199 0.344 5.967
O 5.008 -0.474 6.855
N 5.305 1.675 6.207
N 5.322 -0.004 4.664
H 5.461 2.362 5.490
H 5.219 1.977 7.164
H 5.249 -0.983 4.441
H 5.479 0.655 3.921
C 9.353 6.613 2.695
O 8.901 6.566 1.555
N 9.858 7.747 3.233
N 9.384 5.533 3.509
H 10.232 7.806 4.163
H 9.852 8.573 2.656
H 9.015 4.672 3.138
H 9.748 5.547 4.444
C -8.951 -9.742 -2.738
O -9.412 -8.979 -1.901
N -9.643 -10.806 -3.209
N -7.711 -9.589 -3.263
H -9.286 -11.447 -3.893
H -10.569 -10.951 -2.839
H -7.167 -8.806 -2.935
H -7.315 -10.204 -3.950
C 7.651 9.111 -1.158
O 8.477 9.944 -0.806
N 7.599 7.868 -0.626
N 6.720 9.363 -2.111
H 6.931 7.171 -0.899
H 8.279 7.645 0.090
H 6.728 10.279 -2.530
H 6.035 8.696 -2.413
C 11.265 -0.066 -4.130
O 12.357 0.369 -4.467
N 10.678 0.260 -2.953
N 10.544 -0.915 -4.904
H 9.780 -0.088 -2.658
H 11.181 0.888 -2.348
H 10.946 -1.182 -5.787
H 9.646 -1.283 -4.644
C -9.525 -0.528 -2.440
O -8.513 -1.048 -2.886
N -10.730 -1.150 -2.449
N -9.532 0.715 -1.897
H -11.572 -0.742 -2.088
H -10.765 -2.076 -2.844
H -8.655 1.209 -1.872
H -10.352 1.158 -1.526
C -10.549 -13.525 -0.298
O -11.008 -13.599 -1.429
N -10.062 -12.371 0.219
N -10.488 -14.592 0.538
H -9.681 -12.288 1.144
H -10.091 -11.555 -0.373
H -10.840 -15.469 0.189
H -10.115 -14.553 1.469
C 1.679 0.505 -3.553
O 1.495 -0.315 -2.663
N 1.772 1.835 -3.313
N 1.806 0.152 -4.856
H 1.924 2.523 -4.027
H 1.685 2.136 -2.353
H 1.742 -0.829 -5.074
H 1.957 0.808 -5.601
C 11.886 11.837 0.548
O 12.713 12.665 0.903
N 11.830 10.586 1.073
N 10.955 12.090 -0.400
H 11.159 9.892 0.793
H 12.506 10.355 1.782
H 10.961 13.007 -0.817
H 10.269 11.420 -0.703
*
```

Here are the Mulliken charges for atoms 1 to 8, given in e: -0.927 -0.578 0.569 -0.316 0.201 -0.371 -0.363 0.021

=====

Record 2
Density functional theory data (ωB97M-V/def2-TZVPD) for C26H71F3HfN5O13S as an isolated structure in a non-equilibrium geometry.

Values from the calculation:
energy relative to the best compared isomer or geometry (same formula, charge and spin) = 2.964 eV

ORCA input file:
```
! wB97M-V def2-TZVPD RIJCOSX def2/J DEFGRID3
* xyz 3 1
Hf 11.729 20.246 -20.710
C 14.244 16.763 -18.265
F 14.259 15.832 -17.349
F 15.036 17.715 -17.780
F 14.745 16.333 -19.395
S 12.481 17.377 -18.461
O 12.495 18.553 -19.401
O 11.740 16.243 -18.922
O 12.033 17.868 -17.178
C 11.588 14.331 -15.684
O 11.477 14.127 -17.090
H 10.713 14.873 -15.311
H 11.742 13.436 -15.089
H 12.476 14.958 -15.545
H 11.610 14.967 -17.542
C 9.393 21.082 -16.744
C 10.260 21.693 -17.846
C 11.132 22.879 -17.351
O 11.961 23.285 -18.422
C 12.883 24.260 -17.924
N 11.053 20.533 -18.412
H 8.567 20.449 -17.044
H 8.888 21.937 -16.277
H 10.002 20.652 -15.947
H 9.600 21.987 -18.670
H 11.726 22.535 -16.502
H 10.400 23.622 -17.030
H 12.447 25.177 -17.538
H 13.593 24.530 -18.717
H 13.648 23.842 -17.256
H 11.716 20.297 -17.648
H 10.455 19.714 -18.209
C 16.006 21.084 -19.816
C 14.701 20.670 -19.118
C 14.803 20.782 -17.571
O 13.638 20.505 -16.849
C 13.824 20.545 -15.439
N 13.483 21.416 -19.595
H 16.206 22.155 -19.693
H 16.132 20.806 -20.862
H 16.859 20.659 -19.281
H 14.612 19.610 -19.324
H 15.088 21.821 -17.335
H 15.643 20.176 -17.236
H 14.307 19.659 -15.017
H 12.824 20.486 -15.008
H 14.375 21.433 -15.126
H 13.924 22.281 -19.946
H 13.220 21.888 -18.716
C 19.154 18.381 -15.792
C 17.860 17.648 -16.095
C 18.093 16.146 -16.321
O 18.669 15.624 -15.140
C 19.255 14.360 -15.354
N 16.933 17.919 -14.962
H 18.867 19.416 -15.627
H 19.853 18.241 -16.624
H 19.767 17.972 -14.990
H 17.339 18.013 -16.987
H 18.740 16.151 -17.211
H 17.224 15.520 -16.558
H 19.888 14.080 -14.513
H 19.957 14.261 -16.191
H 18.477 13.605 -15.502
H 15.969 17.692 -15.165
H 17.299 17.313 -14.233
C 13.658 13.209 -19.698
C 14.521 12.038 -19.278
C 15.138 11.342 -20.495
O 16.279 12.027 -21.039
C 16.645 11.492 -22.295
N 15.663 12.527 -18.459
H 12.929 12.963 -20.483
H 14.249 13.972 -20.216
H 13.093 13.576 -18.842
H 13.845 11.414 -18.693
H 14.461 11.246 -21.350
H 15.524 10.353 -20.232
H 17.482 12.105 -22.629
H 15.906 11.622 -23.093
H 16.948 10.448 -22.214
H 16.106 13.194 -19.095
H 15.258 13.198 -17.803
C 6.840 20.164 -20.991
C 8.126 19.906 -20.230
C 8.098 18.680 -19.310
O 9.279 18.280 -18.689
C 9.023 17.319 -17.634
N 9.314 19.870 -21.210
H 6.832 20.942 -21.761
H 6.070 20.483 -20.286
H 6.410 19.309 -21.522
H 8.381 20.737 -19.566
H 7.669 17.832 -19.860
H 7.386 18.992 -18.534
H 8.371 16.542 -18.046
H 8.478 17.785 -16.814
H 9.887 16.759 -17.291
H 8.892 20.639 -21.752
H 9.043 19.089 -21.812
C 13.343 17.848 -22.251
C 11.892 17.452 -22.442
O 11.064 18.044 -21.401
O 13.563 19.227 -21.800
H 13.829 17.727 -23.223
H 13.925 17.188 -21.609
H 11.842 16.363 -22.333
H 11.462 17.541 -23.444
H 10.434 17.319 -21.257
H 14.366 19.589 -22.208
C 18.925 16.417 -20.722
C 17.593 16.127 -20.032
O 17.578 14.749 -19.766
O 19.121 17.824 -20.873
H 19.133 15.976 -21.703
H 19.720 15.987 -20.097
H 16.820 16.521 -20.698
H 17.601 16.773 -19.147
H 17.910 14.598 -18.873
H 19.963 17.943 -21.321
*
```

Here are the Mulliken charges for atoms 1 to 8, given in e: 0.879 -0.025 -0.130 -0.046 -0.087 1.697 -0.175 -0.878

=====

Record 3
Density functional theory data (ωB97M-V/def2-TZVPD) for a 10-piece molecular cluster, C26H72O10 overall in a non-equilibrium geometry.

Values from the calculation:
energy relative to the best compared isomer or geometry (same formula, charge and spin) = 0.189 eV

ORCA input file:
```
! wB97M-V def2-TZVPD RIJCOSX def2/J DEFGRID3
* xyz 0 1
C 8.958 7.234 12.779
C 9.603 6.747 11.528
C 8.866 7.172 10.238
O 10.936 7.252 11.420
H 9.440 6.854 13.688
H 7.959 6.768 12.729
H 8.933 8.300 12.828
H 9.677 5.616 11.491
H 8.931 8.254 10.099
H 7.799 6.902 10.255
H 9.374 6.715 9.359
H 11.363 7.110 12.274
C 12.573 8.108 14.576
C 12.896 8.231 16.029
C 13.738 9.402 16.366
O 11.623 8.276 16.730
H 12.253 9.051 14.070
H 11.787 7.387 14.396
H 13.410 7.667 13.988
H 13.485 7.358 16.293
H 13.974 9.373 17.463
H 13.193 10.262 15.962
H 14.672 9.338 15.779
H 11.719 8.408 17.680
C 13.718 14.005 13.246
C 13.608 13.160 14.523
C 12.890 13.872 15.657
O 13.083 11.901 14.133
H 14.481 13.658 12.537
H 13.865 15.055 13.409
H 12.818 13.939 12.664
H 14.557 12.858 14.968
H 13.396 14.828 15.956
H 12.916 13.229 16.555
H 11.869 14.180 15.405
H 12.202 12.037 13.743
C 5.559 9.020 11.959
C 5.734 10.261 11.079
C 5.309 11.585 11.715
O 7.176 10.252 10.803
H 6.010 8.124 11.503
H 4.543 8.735 12.206
H 6.051 9.159 12.931
H 5.127 10.015 10.143
H 4.250 11.576 11.951
H 5.537 12.422 11.015
H 5.958 11.703 12.612
H 7.352 10.843 10.048
C 8.705 16.342 13.251
C 9.328 14.976 13.636
C 8.884 14.542 14.995
O 8.879 14.145 12.540
H 7.672 16.208 13.116
H 9.040 16.745 12.296
H 8.800 17.162 14.015
H 10.439 15.062 13.634
H 7.838 14.716 15.081
H 9.426 15.181 15.659
H 9.224 13.560 15.261
H 9.132 13.205 12.707
C 8.451 15.415 7.754
C 9.132 14.977 9.052
C 9.537 16.185 9.858
O 8.171 14.134 9.750
H 7.690 16.084 8.002
H 7.942 14.581 7.337
H 9.110 15.827 6.991
H 10.019 14.355 8.819
H 10.217 16.852 9.286
H 10.142 16.002 10.801
H 8.713 16.798 10.202
H 8.335 14.257 10.717
C 10.047 10.021 7.725
C 9.411 11.422 7.481
O 8.436 11.479 8.554
H 10.591 10.115 8.640
H 10.757 9.673 6.996
H 9.234 9.294 7.747
H 8.974 11.520 6.492
H 10.216 12.125 7.561
H 8.474 12.385 8.869
C 14.133 9.683 11.629
C 14.116 8.619 10.584
O 13.015 8.669 9.701
H 14.287 10.623 11.195
H 15.049 9.475 12.188
H 13.334 9.650 12.341
H 14.185 7.612 11.021
H 14.965 8.762 9.937
H 12.238 8.246 10.138
C 10.311 11.613 17.141
C 9.187 10.677 16.755
O 9.564 9.835 15.581
H 10.796 12.128 16.305
H 11.081 11.045 17.710
H 9.855 12.401 17.777
H 8.334 11.238 16.405
H 8.903 10.014 17.605
H 10.258 9.234 15.863
C 10.865 12.276 10.869
C 10.467 11.053 11.689
O 10.446 11.536 13.096
H 11.933 12.577 10.983
H 10.266 13.122 11.120
H 10.659 11.980 9.833
H 11.171 10.249 11.591
H 9.496 10.688 11.355
H 10.009 10.969 13.673
*
```

Here are the Mulliken charges for atoms 1 to 8, given in e: -1.175 0.581 -0.962 -0.385 0.442 0.415 0.107 0.137

=====

Record 4
Density functional theory data (ωB97M-V/def2-TZVPD) for C26H73KN8O10PS as an isolated structure in a non-equilibrium geometry.

ORCA input file:
```
! wB97M-V def2-TZVPD RIJCOSX def2/J DEFGRID3
* xyz -1 1
K -0.229 -0.104 -0.708
S -0.290 2.546 -2.918
O -1.520 1.950 -3.193
O -0.439 3.395 -1.762
O 0.714 1.580 -2.590
O 0.097 3.404 -4.060
O 1.435 -1.020 1.828
P 2.748 -1.740 1.954
N 3.837 -0.880 2.968
C 3.589 -0.799 4.438
C 4.505 0.333 2.493
N 3.606 -1.978 0.488
C 2.946 -1.731 -0.816
C 5.052 -2.021 0.384
N 2.654 -3.335 2.494
C 1.505 -3.774 3.248
C 3.831 -4.175 2.643
H 4.364 -0.429 5.109
H 3.334 -1.780 4.838
H 2.704 -0.178 4.573
H 5.336 0.574 3.156
H 3.888 1.228 2.572
H 4.952 0.293 1.499
H 3.418 -0.918 -1.368
H 2.887 -2.600 -1.471
H 1.939 -1.337 -0.681
H 5.470 -1.063 0.074
H 5.645 -2.219 1.277
H 5.298 -2.733 -0.403
H 0.605 -3.433 2.738
H 1.478 -4.858 3.351
H 1.483 -3.346 4.251
H 3.577 -5.188 2.331
H 4.144 -4.321 3.676
H 4.659 -3.937 1.975
C -1.794 -2.986 -4.171
C -1.786 -1.546 -4.516
C -3.087 -1.008 -5.172
O -4.290 -1.345 -4.479
C -5.416 -0.834 -5.137
N -1.606 -0.881 -3.221
H -0.791 -3.208 -3.804
H -1.983 -3.648 -5.015
H -2.509 -3.200 -3.377
H -0.929 -1.376 -5.167
H -3.172 -1.416 -6.179
H -3.099 0.082 -5.185
H -5.425 0.252 -5.229
H -6.304 -1.164 -4.598
H -5.469 -1.232 -6.150
H -1.415 0.067 -3.511
H -2.533 -0.683 -2.872
C -2.294 -2.846 0.032
C -1.104 -3.730 0.141
C -1.401 -5.143 -0.464
O -2.583 -5.618 0.138
C -2.918 -6.965 -0.295
N -0.129 -3.048 -0.754
H -2.193 -1.762 0.084
H -2.953 -3.021 0.883
H -2.707 -2.967 -0.969
H -0.695 -3.767 1.151
H -0.576 -5.758 -0.106
H -1.442 -5.123 -1.553
H -3.341 -6.967 -1.299
H -3.749 -7.295 0.329
H -2.116 -7.701 -0.325
H -0.603 -2.714 -1.581
H 0.647 -3.627 -1.044
C 2.886 2.306 -0.620
C 2.988 3.808 -0.236
C 4.426 4.232 -0.261
O 5.181 3.589 0.767
C 6.573 3.984 0.727
N 2.095 4.578 -1.140
H 1.870 1.970 -0.416
H 3.549 1.693 -0.008
H 3.136 2.117 -1.665
H 2.604 3.922 0.778
H 4.629 5.291 -0.098
H 4.927 4.030 -1.208
H 6.767 4.992 0.359
H 7.037 3.260 0.058
H 7.080 3.709 1.651
H 1.255 4.057 -1.348
H 2.549 4.616 -2.042
C -4.831 0.136 -1.065
C -4.200 1.438 -0.549
C -4.549 1.792 0.940
O -5.933 2.080 1.022
C -6.353 2.517 2.336
N -2.740 1.406 -0.766
H -4.788 -0.021 -2.142
H -5.910 0.261 -0.976
H -4.488 -0.723 -0.487
H -4.599 2.189 -1.230
H -3.988 2.676 1.243
H -4.205 0.994 1.598
H -7.440 2.564 2.409
H -6.045 3.551 2.490
H -6.122 1.824 3.145
H -2.346 2.211 -0.300
H -2.509 1.549 -1.739
C -1.671 4.469 2.825
C -0.714 3.845 1.756
C -0.431 2.333 1.927
O 0.220 2.002 3.150
C 1.578 2.505 3.306
N -1.472 4.113 0.520
H -1.398 4.131 3.825
H -2.736 4.241 2.795
H -1.558 5.553 2.844
H 0.238 4.372 1.682
H 0.156 1.875 1.132
H -1.401 1.834 1.922
H 2.055 2.176 2.383
H 2.145 2.222 4.193
H 1.588 3.589 3.422
H -0.929 3.815 -0.278
H -1.632 5.102 0.395
*
```

Here are the Mulliken charges for atoms 1 to 8, given in e: 1.191 0.870 -0.801 -0.918 -0.696 -0.885 -0.937 0.990

=====

Number 1: gap between HOMO and LUMO 7.8 eV, highest occupied orbital energy -8.903 eV. Number 2: gap between HOMO and LUMO 1.9 eV, highest occupied orbital energy -13.880 eV. Number 3: gap between HOMO and LUMO 10.2 eV, highest occupied orbital energy -9.642 eV. Number 4: gap between HOMO and LUMO 6.0 eV, highest occupied orbital energy -4.149 eV.